The following is a DFT calculation (ωB97M-V/def2-TZVPD) of 2 unconnected molecules or ions with the total composition C4H12NO2.

Properties
net charge	+1
E_tot	-9919.22977	eV
gap between HOMO and LUMO	0.404	Ha
HOMO	-15.045	eV

Each line ends with the Löwdin charge.
CARTESIAN COORDINATES (ANGSTROEM)
O1 -2.5036 0.8381 -1.7150  0.087
C1 -1.4050 0.5090 -2.1125  -0.179
C2 -0.2805 0.3387 -1.1129  -0.062
N1 -0.7551 1.1265 0.1370  0.006
C3 0.2961 1.3463 1.1210  -0.196
C4 1.2796 0.1391 1.3656  -0.045
H1 -1.2213 -0.2777 -2.9053  0.159
H2 0.0006 -0.6594 -0.9177  0.097
H3 0.6426 0.8572 -1.4179  0.151
H4 -1.4813 0.5184 0.5705  0.188
H5 -1.3768 1.9321 -0.2743  0.221
H6 -0.1072 1.3918 2.1032  0.108
H7 0.7039 2.3693 0.7513  0.169
H8 1.9900 0.1018 0.5150  0.084
H9 0.6632 -0.8371 1.1957  0.091
H10 1.7790 0.2203 2.3027  0.075
H11 -0.2293 -3.1882 0.0773  0.097
H12 1.2372 -3.7748 0.2358  0.045
O2 0.7678 -2.9512 0.0806  -0.094

Atomic forces in eV per Å
1.003 0.901 -1.056
-0.703 -4.162 1.160
0.256 4.336 0.413
-2.430 -2.110 -1.577
2.229 1.790 0.195
-1.712 -0.670 -3.802
-0.569 1.584 -0.640
-0.155 -1.300 0.357
-0.228 -0.186 -0.147
0.351 0.442 -0.361
1.667 -1.282 1.287
-1.056 1.069 0.548
0.136 -1.855 1.271
0.047 -0.049 0.771
1.173 1.511 1.024
0.137 -0.050 0.607
2.663 0.215 0.063
-0.051 -0.189 0.011
-2.759 0.004 -0.124